# 1
Molecular formula: C10H14N2S
Method: DFT, ωB97M-V/def2-TZVPD

Atoms and positions in Å:
C (-1.87, 0.13, 0.07)
C (0.79, 2.27, -2.12)
C (-0.05, 1.72, -1.20)
C (2.26, 2.58, -1.93)
C (2.95, 2.33, -0.83)
C (-0.55, 0.33, 0.52)
C (2.76, 3.30, -3.08)
C (-2.42, -3.94, 2.06)
C (-1.66, -2.68, 1.57)
C (-1.54, -1.59, 2.64)
N (-2.90, 0.07, -0.43)
N (0.33, 1.03, -0.10)
S (-0.03, -0.39, 2.07)
H (0.35, 2.52, -2.98)
H (-1.17, 1.53, -1.49)
H (2.53, 1.79, -0.08)
H (3.98, 2.53, -0.75)
H (2.72, 2.83, -4.04)
H (3.76, 3.80, -2.96)
H (2.09, 4.10, -3.26)
H (-3.47, -3.65, 2.16)
H (-2.38, -4.69, 1.30)
H (-2.02, -4.24, 3.02)
H (-2.16, -2.41, 0.75)
H (-0.52, -2.91, 1.45)
H (-2.41, -0.99, 2.55)
H (-1.41, -1.93, 3.63)

The LUMO energy is -0.8 eV. The energy above the lowest of the compared OMol25 structures with the same formula, charge and spin is 444.9 kJ/mol. The multiplicity is 1. Its highest occupied orbital energy is -8.2 eV. Its gap between HOMO and LUMO is 7.42 eV. As for the SMILES: C=C(C)/C=C\N=C(/C#N)SCCC. The value obtained for the molecular weight is 194.30 Da. For the electronic energy, the calculation gives -24408.7728 eV.

# 2
Molecular formula: C10H14N3
Method: DFT, ωB97M-V/def2-TZVPD

Atoms and positions in Å:
C (0.03, 3.31, -1.49)
C (0.78, 4.46, -1.78)
C (2.72, 3.27, -1.54)
C (0.74, 2.13, -1.17)
C (0.07, 0.91, -0.83)
C (-0.69, -0.15, -0.86)
C (0.68, 0.09, 1.61)
C (-0.86, -1.26, 0.13)
C (-1.25, -0.55, -2.30)
C (0.14, -2.33, 2.09)
N (2.07, 4.41, -1.77)
N (2.05, 2.17, -1.25)
N (0.29, -1.21, 1.05)
H (-1.11, 3.30, -1.58)
H (0.38, 5.59, -1.86)
H (3.75, 3.06, -1.65)
H (1.70, 0.04, 1.93)
H (0.00, 0.48, 2.32)
H (-1.78, -1.10, 0.66)
H (-0.83, -2.29, -0.26)
H (-2.20, -0.22, -2.44)
H (-1.32, -1.64, -2.31)
H (-0.68, -0.18, -3.19)
H (-0.28, -2.01, 3.08)
H (-0.36, -3.23, 1.61)
H (1.13, -2.64, 2.32)
H (0.93, -1.65, 0.40)

The LUMO energy (spin up / spin down) is -3.0 / -5.8 eV. The energy above the lowest of the compared OMol25 structures with the same formula, charge and spin is 142.2 kJ/mol. The multiplicity is 3. Its highest occupied orbital energy (spin up / spin down) is -10.9 / -12.1 eV. Its gap between HOMO and LUMO (spin up / spin down) is 7.91 / 6.27 eV. The value obtained for the molecular weight is 176.24 Da. For the electronic energy, the calculation gives -15054.0628 eV. The total charge is +1. The expectation value of S² is 2.03.

# 3
Molecular formula: C10H14N3O5Ru
Method: DFT, ωB97M-V/def2-TZVPD

Atoms and positions in Å:
O (-2.78, -1.12, -1.24)
C (-1.87, -0.95, -0.58)
Ru (0.42, 0.18, -0.05)
C (0.11, 0.80, 1.73)
O (-0.04, 1.22, 2.80)
C (0.94, -0.60, -2.02)
O (2.05, -0.58, -2.51)
C (-0.87, 1.40, -0.72)
O (-1.71, 2.12, -1.08)
C (0.26, -1.62, 0.53)
O (0.10, -2.71, 0.91)
H (0.10, -1.05, -2.62)
C (3.41, 0.02, 0.87)
N (3.50, 1.43, 1.22)
C (4.10, 1.75, 2.51)
C (2.80, 2.31, 0.47)
N (1.85, 1.88, -0.35)
N (3.09, 3.64, 0.59)
C (4.40, 4.15, 0.99)
C (2.21, 4.63, -0.01)
H (4.06, -0.54, 1.55)
H (3.73, -0.13, -0.17)
H (2.37, -0.36, 1.01)
H (5.15, 2.04, 2.42)
H (3.53, 2.55, 3.02)
H (4.06, 0.86, 3.14)
H (1.60, 2.57, -1.06)
H (5.21, 3.45, 0.74)
H (4.58, 5.09, 0.45)
H (4.43, 4.37, 2.06)
H (2.37, 4.70, -1.10)
H (1.17, 4.35, 0.17)
H (2.42, 5.60, 0.45)

The LUMO energy (spin up / spin down) is -11.0 / -14.8 eV. The energy above the lowest of the compared OMol25 structures with the same formula, charge and spin is 0.0 kJ/mol. The multiplicity is 5. Its highest occupied orbital energy (spin up / spin down) is -20.2 / -20.6 eV. Its gap between HOMO and LUMO (spin up / spin down) is 9.21 / 5.73 eV. The value obtained for the molecular weight is 357.31 Da. For the electronic energy, the calculation gives -27851.0525 eV. The total charge is +3. The expectation value of S² is 6.05.

# 4
Molecular formula: C10H14N4OSi
Method: DFT, ωB97M-V/def2-TZVPD

Atoms and positions in Å:
O (0.06, 1.22, 0.52)
N (0.06, -2.16, -0.14)
N (0.86, -1.73, -0.97)
C (0.13, 0.12, 0.08)
C (-2.77, -1.12, 4.01)
C (-2.32, 0.06, 3.47)
C (-2.71, -2.30, 3.24)
C (-1.66, 0.04, 2.27)
C (-1.95, -2.31, 2.07)
C (-1.44, -1.11, 1.57)
N (-0.54, -1.08, 0.47)
N (0.93, -0.35, -0.94)
C (0.16, 2.08, -2.38)
C (2.97, 1.78, -1.31)
C (2.13, -0.07, -3.59)
Si (1.56, 0.86, -2.07)
H (-3.25, -1.16, 5.00)
H (-2.42, 0.98, 4.03)
H (-3.03, -3.24, 3.72)
H (-1.15, 0.90, 1.94)
H (-1.85, -3.19, 1.44)
H (0.28, 2.56, -3.33)
H (0.14, 2.77, -1.54)
H (-0.81, 1.60, -2.40)
H (3.74, 1.06, -1.07)
H (3.43, 2.48, -2.01)
H (2.67, 2.24, -0.38)
H (1.32, -0.44, -4.22)
H (2.82, 0.51, -4.17)
H (2.65, -0.99, -3.31)

The LUMO energy is 0.8 eV. The energy above the lowest of the compared OMol25 structures with the same formula, charge and spin is 0.0 kJ/mol. The multiplicity is 1. Its highest occupied orbital energy is -8.8 eV. Its gap between HOMO and LUMO is 9.64 eV. As for the SMILES: C[Si](C)(C)n1nnn(-c2ccccc2)c1=O. The value obtained for the molecular weight is 234.34 Da. For the electronic energy, the calculation gives -26483.0782 eV.

# 5
Molecular formula: C10H14NO
Method: DFT, ωB97M-V/def2-TZVPD

Atoms and positions in Å:
C (-3.51, 0.44, 0.40)
C (-2.19, -1.54, -0.12)
C (-3.34, 1.73, 0.21)
C (-2.28, -0.25, 0.16)
C (-1.33, 0.84, -0.02)
C (-0.95, -2.18, -0.78)
C (0.20, -1.89, 0.17)
C (1.96, 0.94, -1.30)
C (1.91, 1.02, 1.34)
C (1.21, 1.29, -0.04)
N (-0.08, 0.67, 0.03)
O (-2.02, 1.95, -0.22)
H (-4.51, 0.06, 0.48)
H (-3.06, -2.11, 0.25)
H (-3.94, 2.69, 0.39)
H (-1.18, -3.29, -0.84)
H (-0.66, -1.74, -1.72)
H (-0.03, -1.88, 1.22)
H (1.23, -1.83, -0.23)
H (2.37, -0.11, -1.48)
H (1.31, 0.99, -2.14)
H (2.79, 1.65, -1.42)
H (2.93, 1.22, 1.41)
H (1.85, -0.08, 1.38)
H (1.39, 1.54, 2.20)
H (1.03, 2.38, -0.13)

The LUMO energy (spin up / spin down) is -5.8 / -5.8 eV. The energy above the lowest of the compared OMol25 structures with the same formula, charge and spin is 510.7 kJ/mol. The multiplicity is 1. Its highest occupied orbital energy (spin up / spin down) is -12.6 / -12.6 eV. Its gap between HOMO and LUMO (spin up / spin down) is 6.79 / 6.79 eV. The value obtained for the molecular weight is 164.23 Da. For the electronic energy, the calculation gives -14123.3895 eV. The total charge is +1.

# 6
Molecular formula: C10H14NO2
Method: DFT, ωB97M-V/def2-TZVPD

Atoms and positions in Å:
C (2.40, 1.79, 0.08)
C (2.96, 0.61, 0.58)
C (1.22, 1.79, -0.53)
C (2.29, -0.63, 0.52)
C (0.52, 0.56, -0.75)
C (1.06, -0.62, -0.15)
C (-0.73, 0.53, -1.58)
C (-1.88, 0.87, -0.64)
C (0.40, -1.98, -0.33)
C (-1.80, -0.08, 1.69)
N (-2.20, -0.33, 0.30)
O (-0.79, -2.08, -0.67)
O (1.21, -3.04, -0.27)
H (3.07, 2.70, 0.08)
H (3.90, 0.50, 1.16)
H (0.86, 2.77, -0.87)
H (2.72, -1.52, 1.00)
H (-0.61, 1.24, -2.37)
H (-1.02, -0.43, -1.97)
H (-1.42, 1.74, -0.15)
H (-2.77, 1.27, -1.01)
H (-1.97, -1.04, 2.33)
H (-0.78, 0.13, 1.80)
H (-2.31, 0.82, 2.06)
H (-3.28, -0.48, 0.32)
H (-1.80, -1.21, -0.19)
H (0.73, -3.87, -0.42)

The LUMO energy is -3.4 eV. The energy above the lowest of the compared OMol25 structures with the same formula, charge and spin is 70.1 kJ/mol. The multiplicity is 1. Its highest occupied orbital energy is -12.8 eV. Its gap between HOMO and LUMO is 9.41 eV. As for the SMILES: C[NH2+]CCc1ccccc1C(=O)O. The value obtained for the molecular weight is 180.23 Da. For the electronic energy, the calculation gives -16175.4547 eV. The total charge is +1.